{
  "formula": "C7H7BrO3",
  "method": "the ωB97M-V functional and the def2-TZVPD basis",
  "lumo_ev": -0.7,
  "relative_energy_kj_mol": 216.19,
  "spin_multiplicity": 1,
  "elements": ["C", "C", "C", "C", "C", "C", "C", "O", "O", "O", "Br", "H", "H", "H", "H", "H", "H", "H"],
  "coordinates": [[-0.1378, -1.9715, 0.6602], [0.5761, -0.7641, 1.2308], [-0.9388, -1.8830, -0.3588], [0.5679, 0.4267, 0.6798], [1.4131, 1.5942, 0.9762], [-1.2883, -0.5073, -0.9852], [-0.1946, 0.5459, -0.7230], [1.6057, 2.6625, 0.3909], [-0.7621, 1.7610, -0.7262], [0.7637, 0.2453, -1.7194], [-2.7706, -0.0954, 0.2367], [0.2145, -2.9428, 1.0336], [1.0089, -0.9603, 2.2535], [-1.4814, -2.7240, -0.7831], [1.9317, 1.4859, 2.0810], [-1.7485, -0.4310, -2.0454], [-0.2245, 2.6172, -0.5116], [1.4650, 0.9404, -1.6898]],
  "atomic_forces_ev_per_a": [[2.747, 0.534, 1.539], [-0.242, -2.357, 2.306], [-1.272, 1.109, -2.972], [-0.887, 0.954, -3.744], [1.287, 0.953, 3.739], [-0.707, -0.513, 0.864], [1.845, -0.866, 1.615], [-0.734, -2.139, 0.093], [-0.550, 3.839, -0.922], [0.603, 1.243, -0.443], [-0.867, 0.421, -0.085], [-0.612, 0.477, 0.114], [0.012, 0.394, -1.249], [0.276, -0.005, 0.126], [-0.819, 0.036, -2.308], [1.248, -0.422, 1.840], [-0.593, -2.918, -0.465], [-0.733, -0.740, -0.047]],
  "mulliken_charge": [-0.283, -0.216, -0.777, 0.478, -0.285, -0.320, 0.593, -0.546, -0.585, -0.553, -0.117, 0.383, 0.306, 0.393, 0.184, 0.510, 0.425, 0.409]
}


{
  "formula": "C7H7BrS",
  "method": "the ωB97M-V functional and the def2-TZVPD basis",
  "lumo_ev": -0.2,
  "relative_energy_kj_mol": 129.68,
  "smiles": "S[C@H]1C=CC=C/C1=C/Br",
  "spin_multiplicity": 1,
  "elements": ["C", "C", "C", "C", "C", "C", "C", "S", "Br", "H", "H", "H", "H", "H", "H", "H"],
  "coordinates": [[0.4439, -1.1836, 1.3057], [1.6152, -0.5250, 0.8158], [-0.8428, -1.0761, 0.7704], [1.5630, 0.5027, -0.0312], [-0.9077, -0.2558, -0.4128], [0.1054, 0.9066, -0.4197], [-0.2516, 2.2304, -0.6479], [-0.6537, -1.5278, -1.8840], [-1.9948, 2.8596, -0.9000], [0.5799, -1.6577, 2.2123], [2.5549, -0.7973, 1.1795], [-1.6379, -1.4782, 1.2513], [2.3756, 1.0054, -0.4852], [-1.7860, 0.2836, -0.6994], [0.4334, 3.0202, -0.8325], [-1.5968, -2.3071, -1.2223]],
  "atomic_forces_ev_per_a": [[-3.274, 0.747, -1.151], [-0.317, 0.882, -1.045], [5.848, 1.346, 0.988], [-3.616, 0.242, -0.843], [0.822, 1.555, -2.208], [1.087, 1.080, -0.263], [0.577, -3.434, 0.093], [-0.968, 0.376, 1.376], [-0.391, -0.036, -0.074], [0.061, -1.396, 1.676], [1.322, -0.719, 0.597], [-2.395, -1.340, 1.099], [0.789, 0.502, 0.009], [-1.141, -0.529, 0.346], [0.758, 0.317, 0.315], [0.839, 0.407, -0.914]],
  "mulliken_charge": [-0.462, -0.248, -0.630, -0.742, -0.186, 0.521, -0.709, -0.225, -0.171, 0.456, 0.431, 0.629, 0.424, 0.336, 0.422, 0.153]
}


{
  "formula": "C7H7Cl2N3O2S",
  "method": "the ωB97M-V functional and the def2-TZVPD basis",
  "lumo_ev": [-1.9, -2.1],
  "relative_energy_kj_mol": 299.80,
  "spin_multiplicity": 1,
  "elements": ["C", "C", "C", "C", "C", "C", "C", "N", "N", "N", "O", "O", "S", "Cl", "Cl", "H", "H", "H", "H", "H", "H", "H"],
  "coordinates": [[-0.4034, 3.3034, 3.3704], [-0.7125, 1.5749, 1.4432], [-0.6755, 2.9153, 1.1633], [-0.5957, 1.1405, 2.7390], [0.7644, -0.1169, -1.2755], [-1.4434, -0.9975, -0.4861], [-0.0550, -1.3000, -0.8237], [-0.5163, 3.7905, 2.1550], [-0.4330, 2.0353, 3.7141], [-2.1835, -1.8628, 0.2810], [-3.2836, -1.4914, 0.6771], [-1.6999, -2.9771, 0.5170], [-0.4403, -2.4471, -2.2603], [-0.8155, 3.5385, -0.4147], [-0.6463, -0.5010, 3.1734], [-0.2730, 4.0199, 4.1708], [1.7253, -0.4411, -1.6624], [0.2455, 0.4339, -2.0575], [0.9245, 0.5474, -0.4280], [-1.9394, -0.1115, -0.8471], [0.4483, -1.9073, -0.0699], [-0.8909, -3.4092, -1.4439]],
  "atomic_forces_ev_per_a": [[0.029, 0.161, 0.195], [-0.086, -0.153, -0.070], [0.106, 0.039, 0.793], [0.063, 0.816, 0.149], [-0.139, -0.026, -0.074], [0.861, 1.161, -0.043], [-0.257, -0.726, -0.235], [-0.076, 0.287, -0.885], [-0.036, -0.950, 0.180], [-0.359, -0.707, 0.432], [-0.150, 0.107, 0.012], [-0.080, 0.007, 0.274], [0.440, 0.194, -0.104], [-0.054, 0.005, -0.440], [-0.020, -0.427, -0.056], [0.003, 0.036, 0.036], [0.094, -0.037, -0.010], [-0.007, 0.113, -0.058], [0.051, 0.083, 0.014], [-0.200, -0.060, -0.001], [-0.143, 0.133, -0.048], [-0.039, -0.058, -0.062]],
  "mulliken_charge": [-0.035, 0.266, 0.274, 0.278, -1.295, -0.936, 0.505, -0.472, -0.494, 1.076, -0.612, -0.629, -0.208, -0.156, -0.123, 0.408, 0.381, 0.384, 0.249, 0.541, 0.388, 0.211]
}


{
  "formula": "C7H7Cl2NO2Si",
  "method": "the ωB97M-V functional and the def2-TZVPD basis",
  "lumo_ev": [-0.8, -0.8],
  "relative_energy_kj_mol": 281.98,
  "smiles": "O=[N+]([O-])/[Si](Cl)=C/c1ccccc1.Cl",
  "spin_multiplicity": 1,
  "elements": ["C", "C", "C", "C", "C", "C", "C", "N", "O", "O", "Si", "Cl", "Cl", "H", "H", "H", "H", "H", "H", "H"],
  "coordinates": [[-3.1108, -0.6958, -0.5545], [-2.7387, -0.3711, 0.7754], [-2.2647, -0.4740, -1.6044], [-1.5541, 0.1591, 1.0737], [-0.9644, 0.0357, -1.2775], [-0.6445, 0.4362, -0.0398], [0.6833, 0.8377, 0.3473], [3.5687, 1.5746, 0.1487], [3.4630, 2.6000, 0.7576], [4.6200, 0.9577, -0.0168], [2.1558, 0.6691, -0.6245], [2.5050, -2.8209, 1.4453], [2.8109, -0.3349, -2.1895], [-4.0098, -1.2046, -0.5869], [-3.4370, -0.7884, 1.5144], [-2.4625, -0.6934, -2.6756], [-1.1646, 0.3503, 2.0691], [-0.3497, 0.2548, -2.1779], [0.5735, 1.6379, 1.0521], [2.3203, -2.1302, 2.5639]],
  "atomic_forces_ev_per_a": [[1.319, 0.627, 0.657], [-1.864, -1.682, -0.245], [1.203, 0.151, -0.080], [2.286, 1.201, -1.291], [-1.851, 0.102, -3.401], [-0.219, -1.576, 2.731], [1.616, 0.593, -2.045], [0.662, -1.157, -0.541], [-0.332, 0.722, 0.428], [0.053, 0.182, 0.095], [-2.068, 1.225, 2.168], [-0.185, 0.732, 1.104], [0.004, -0.485, -0.370], [-1.834, -0.759, -0.808], [0.412, 0.697, 0.065], [-0.149, 0.013, 1.064], [-0.353, -0.041, -0.020], [0.016, -0.179, 0.985], [1.101, 0.318, 0.663], [0.181, -0.685, -1.157]],
  "mulliken_charge": [-0.366, -0.473, -0.626, -0.462, -0.273, 0.870, -0.772, 0.893, -0.536, -0.545, 0.431, -0.266, -0.147, 0.410, 0.299, 0.336, 0.396, 0.196, 0.382, 0.255]
}


{
  "formula": "C7H7Cl3N2O2",
  "method": "the ωB97M-V functional and the def2-TZVPD basis",
  "lumo_ev": 0.2,
  "relative_energy_kj_mol": 138.62,
  "smiles": "C/N=C(\\Cl)[C@H]1ON(O)C=C(Cl)C=C1Cl",
  "spin_multiplicity": 1,
  "elements": ["C", "C", "C", "C", "C", "C", "C", "N", "N", "O", "O", "Cl", "Cl", "Cl", "H", "H", "H", "H", "H", "H", "H"],
  "coordinates": [[2.3437, -0.7485, -0.2801], [0.8718, 0.9057, 0.7018], [2.2259, 0.4422, 0.2812], [1.2084, -1.6849, -0.3334], [0.0369, -1.6815, 0.3128], [-0.1556, 1.0703, -0.3515], [-2.5560, 0.9608, -1.0213], [-1.3629, 0.9241, -0.1360], [-0.2622, -0.9984, 1.5057], [-1.6094, -0.8666, 1.8568], [0.4498, 0.1237, 1.8635], [3.5576, 1.5145, 0.1800], [1.4827, -3.0072, -1.4553], [0.5067, 1.4606, -1.9506], [3.3627, -1.0759, -0.3375], [0.9566, 1.9876, 1.1847], [-0.7239, -2.1916, -0.0979], [-3.3108, 0.5785, -0.3828], [-2.6842, 1.9457, -1.2647], [-2.3281, 0.4069, -1.8142], [-2.0096, -0.0660, 1.5389]],
  "atomic_forces_ev_per_a": [[-0.378, -1.245, 1.890], [1.208, 3.316, 2.631], [-0.979, 0.393, -1.198], [1.316, 0.209, -0.431], [2.006, 2.799, 1.825], [-0.945, -0.388, -1.362], [2.265, 0.405, 4.189], [-0.559, 0.116, 0.649], [-0.729, -0.387, -0.111], [0.474, -2.044, 0.854], [-0.013, -0.119, -1.040], [0.137, 0.475, 0.557], [-0.207, 0.135, -0.159], [-0.113, 0.149, -0.052], [0.224, -0.579, -1.042], [0.050, -2.050, -1.006], [-2.665, -2.145, -0.693], [-1.132, -0.319, -0.067], [-0.810, 2.516, -0.838], [0.381, -2.399, -3.539], [0.470, 1.162, -1.057]],
  "mulliken_charge": [-0.727, 0.231, 0.056, 0.686, -0.709, 0.210, -1.042, -0.255, 0.184, -0.443, -0.333, -0.180, -0.224, -0.182, 0.377, 0.403, 0.442, 0.263, 0.393, 0.479, 0.371]
}


{
  "formula": "C7H7ClO",
  "method": "the ωB97M-V functional and the def2-TZVPD basis",
  "lumo_ev": -0.5,
  "relative_energy_kj_mol": 431.37,
  "spin_multiplicity": 1,
  "elements": ["C", "C", "C", "C", "C", "C", "C", "O", "Cl", "H", "H", "H", "H", "H", "H", "H"],
  "coordinates": [[-2.4126, 0.3323, 0.0885], [-1.0034, 0.5336, -0.0508], [-2.9451, 1.5693, 0.1364], [-0.8406, 1.8967, -0.1994], [2.4782, -1.0469, -0.4500], [2.1806, -2.0634, 0.4906], [1.1924, -1.7210, -0.6106], [-2.0326, 2.4975, -0.1205], [0.5955, 2.8781, -0.2523], [-3.0437, -0.5443, 0.1296], [-0.3145, -0.2540, -0.1012], [-4.0148, 1.9005, 0.4145], [2.3418, -0.0179, -0.1251], [3.3001, -1.1525, -1.2221], [2.5809, -3.0525, 0.4341], [1.9378, -1.7554, 1.4383]],
  "atomic_forces_ev_per_a": [[-0.303, 0.313, 0.298], [-0.745, 1.412, -0.543], [-3.101, -0.206, 0.299], [0.635, -1.681, 0.388], [2.147, 1.628, -2.516], [-0.641, -1.396, -0.573], [0.179, -0.576, 0.191], [0.622, 1.910, 0.559], [-0.947, -0.487, -0.156], [0.568, -0.197, 0.236], [0.962, -0.562, -0.145], [2.131, -0.383, -0.921], [0.143, 0.113, -0.061], [-1.216, 0.219, 0.748], [0.262, -0.500, -0.110], [-0.696, 0.394, 2.307]],
  "mulliken_charge": [-0.719, 0.413, -0.096, 0.213, -0.326, -0.475, -0.122, -0.277, -0.189, 0.365, 0.054, 0.321, 0.133, 0.239, 0.243, 0.221]
}


{
  "formula": "C7H7FeO6S",
  "method": "the ωB97M-V functional and the def2-TZVPD basis",
  "lumo_ev": [-9.0, -11.5],
  "charge": 2,
  "spin_multiplicity": 6,
  "elements": ["O", "C", "Fe", "O", "C", "C", "O", "C", "O", "C", "O", "H", "C", "S", "C", "O", "H", "H", "H", "H", "H", "H"],
  "coordinates": [[-0.0771, -0.0562, -4.5024], [-0.2104, -0.1462, -3.3517], [0.3114, -0.2533, -1.2883], [2.9477, 0.0077, -2.3192], [1.8905, -0.0446, -1.8521], [-2.1579, 0.3879, -1.3878], [-2.5934, 0.3028, -0.2143], [-0.3088, -1.8446, -1.6941], [-0.7580, -2.7552, -2.2144], [-0.8873, 1.4532, -1.6508], [-1.2140, 2.5313, -1.9885], [-2.6680, 0.1682, -2.3571], [1.3270, -1.0909, 2.7085], [-0.1467, -0.4135, 1.9234], [-0.1419, 1.1895, 2.6504], [0.4060, -0.1749, 0.5079], [1.1165, -1.1838, 3.7556], [2.1350, -0.4097, 2.4870], [1.4987, -2.1026, 2.3519], [0.8434, 1.6392, 2.4769], [-0.9867, 1.7564, 2.2424], [-0.3261, 1.0396, 3.7167]],
  "atomic_forces_ev_per_a": [[-0.661, -0.377, 5.240], [0.625, 0.495, -7.713], [-4.327, 4.370, 4.006], [-4.025, 0.081, 1.931], [11.912, 0.268, -4.644], [-3.816, 1.286, 4.920], [2.469, -0.123, -5.703], [-2.764, -7.822, -2.318], [0.994, 1.868, 1.381], [-1.069, 1.986, 0.148], [0.503, -1.348, 0.400], [0.080, -0.528, 0.627], [-0.647, -0.193, -0.330], [0.196, -0.853, 1.373], [-0.099, 0.335, 0.069], [0.298, 0.146, 0.067], [-0.035, 0.200, 0.713], [0.312, 0.061, 0.079], [0.016, 0.036, -0.328], [-0.357, 0.103, 0.067], [0.333, -0.013, -0.007], [0.062, 0.023, 0.023]],
  "mulliken_charge": [-0.086, 0.090, 0.978, -0.105, 0.285, 0.327, -0.282, 0.322, -0.104, 0.201, -0.186, 0.444, -1.037, 0.480, -0.960, -0.758, 0.444, 0.392, 0.376, 0.381, 0.343, 0.454]
}


no.,maximum force (hartree/bohr)
1,0.0791
2,0.1183
3,0.0281
4,0.0753
5,0.0929
6,0.0717
7,0.2487